Entry 1:
Entry from OMol25: a single C5H8N2O3 molecule at a distorted geometry (ωB97M-V with the def2-TZVPD basis set).

The geometry in XYZ format:
```
18
Properties=species:S:1:pos:R:3:mulliken_charge:R:1
C -0.00972 -1.15721 0.92817 -0.669
C 1.72079 -0.05427 -0.23179 -0.057
C -0.74481 -0.23023 0.05542 1.418
C -2.14879 -0.87999 -0.02468 -1.418
C -0.98767 1.35392 0.23599 -1.396
N 1.11103 -0.28759 -1.32723 -0.022
N 2.95448 0.04546 0.23280 0.856
O 3.77383 -0.86970 0.18853 -0.556
O 3.10855 1.04549 0.91396 -0.522
O -0.21256 -0.30054 -1.29879 -0.343
H 0.16790 -0.84351 2.02294 0.217
H -2.80510 -0.23749 0.73924 0.289
H -2.00624 -1.91487 0.13155 0.499
H -2.47391 -0.61413 -1.04960 0.311
H -0.07176 1.82181 0.69703 0.314
H -1.81947 1.53747 0.87427 0.441
H -0.99441 1.82918 -0.73884 0.349
H 1.43784 -0.24379 -2.34897 0.290
```

HOMO (spin up / spin down)	-8.5 / -8.5	eV
ΔE to the lowest compared entry with this formula, charge and spin	12.0458	eV
DFT total energy	-530.1346	Ha
strongest force on any atom	4.96	eV/Å

Entry 2:
Entry from OMol25: 2 unconnected molecules or ions with the total composition C5H8N2O3 at a distorted geometry (ωB97M-V with the def2-TZVPD basis set).

The geometry in XYZ format:
```
18
Properties=species:S:1:pos:R:3:mulliken_charge:R:1
N -1.81719 0.97225 -1.63219 -0.577
C -0.86953 0.44273 -0.72204 0.774
C 0.45810 -0.04667 -1.23529 -0.644
C -0.53267 -1.03103 -0.66453 -0.288
C -0.30747 -1.36305 0.77493 0.337
O -0.24544 -2.45832 1.28589 -0.590
N -0.39783 -0.15019 1.49160 -0.027
C -0.80933 0.91677 0.71474 0.076
O -1.10582 2.01184 1.13569 -0.616
H -2.76848 0.88146 -1.28858 0.271
H -1.63832 1.95116 -1.83441 0.274
H 0.55431 -0.05218 -2.32093 0.329
H 1.36720 0.17005 -0.67085 0.057
H -1.01657 -1.76269 -1.30883 0.428
H -0.35670 -0.11493 2.50426 0.212
O 3.07177 -0.44771 1.45959 -0.643
H 2.76417 0.46961 1.61734 0.320
H 3.64979 -0.38910 0.69360 0.307
```

HOMO	-9.9	eV
ΔE to the lowest compared entry with this formula, charge and spin	0.1223	eV
DFT total energy	-530.5728	Ha
strongest force on any atom	1.35	eV/Å
SMILES	N[C@]12C[C@H]1C(=O)NC2=O.O

Entry 3:
Entry from OMol25: a single C5H8N2O8 molecule at a distorted geometry (ωB97M-V with the def2-TZVPD basis set).

The geometry in XYZ format:
```
23
Properties=species:S:1:pos:R:3:mulliken_charge:R:1
C 0.94791 2.38054 0.99123 -1.089
C 0.90840 0.99012 1.65722 0.851
O 1.15226 0.55773 2.74233 -0.460
O 0.41432 0.16562 0.59013 -0.291
C 0.23904 -1.14635 0.80563 -0.281
C -0.48826 -1.87276 -0.35210 0.313
O -1.20486 -2.93626 0.18937 -0.635
C -1.43638 -0.90043 -1.05495 -1.014
O -0.73370 -0.17530 -2.03996 -0.593
N -0.64241 -1.27697 2.02073 1.264
O -1.45729 -0.39032 2.15770 -0.619
O -0.54972 -2.28181 2.65372 -0.606
N 1.57782 -1.76746 1.08669 1.134
O 1.60745 -2.93971 1.28286 -0.601
O 2.51055 -1.01037 1.00926 -0.624
H 0.37028 2.45482 0.03840 0.209
H 0.63616 3.15690 1.82378 0.353
H 2.01190 2.55881 0.91696 0.336
H 0.11437 -2.33010 -1.03008 0.660
H -0.54174 -3.53511 0.64828 0.421
H -2.19163 -1.46634 -1.46232 0.453
H -1.71290 -0.30972 -0.21477 0.479
H -0.57511 0.84480 -1.91249 0.337
```

HOMO	-11.0	eV
ΔE to the lowest compared entry with this formula, charge and spin	0.0000	eV
DFT total energy	-906.5101	Ha
strongest force on any atom	3.48	eV/Å
SMILES	CC(=O)OC([C@@H](O)CO)([N+](=O)[O-])[N+](=O)[O-]

Entry 4:
Entry from OMol25: a single C5H8N2S molecule at a distorted geometry (ωB97M-V with the def2-TZVPD basis set).

The geometry in XYZ format:
```
16
Properties=species:S:1:pos:R:3:mulliken_charge:R:1
S 3.12565 -0.06541 -0.09559 -0.337
C 1.55501 -0.27385 0.10132 -0.255
N 0.86528 -1.51691 0.15491 0.022
N -0.45432 -1.68084 -0.22889 -0.559
C -1.49904 -0.51933 0.11584 -0.546
C -0.82521 0.62532 -0.27181 -0.046
C -0.03077 1.99019 -0.08581 -0.525
C 0.47676 0.61308 0.45180 0.318
H 1.25914 -2.43572 0.59754 0.246
H -0.41504 -1.66462 -1.31120 0.238
H -2.35725 -0.91349 -0.42354 0.304
H -1.76869 -0.41942 1.29558 0.204
H -0.50715 0.52773 -1.31540 0.216
H -0.12613 3.01628 0.64002 0.245
H 0.49647 2.29848 -1.15142 0.219
H 0.20528 0.41851 1.52664 0.257
```

HOMO	-8.5	eV
ΔE to the lowest compared entry with this formula, charge and spin	6.1860	eV
DFT total energy	-702.8027	Ha
strongest force on any atom	6.77	eV/Å
SMILES	S=C1NNC[C@H]2C[C@H]12

Entry 5:
Entry from OMol25: a molecular structure, C5H8N2S at a distorted geometry (ωB97M-V with the def2-TZVPD basis set).

The geometry in XYZ format:
```
16
Properties=species:S:1:pos:R:3:mulliken_charge:R:1
C 2.29018 1.14664 0.85788 -1.321
C 2.12500 -0.02658 -0.11143 0.747
C 3.05651 -1.19498 0.18940 -0.707
C -1.00506 0.68217 -0.76738 -0.096
C -1.70502 -0.33024 -0.15837 -0.205
H 1.71124 0.75406 1.87682 0.315
H 3.27320 1.17316 1.26461 0.449
H 2.01308 2.09242 0.31167 0.334
H 2.41235 -2.29151 0.10274 0.277
H 3.99618 -1.04529 -0.30815 0.273
H 3.30218 -0.71553 1.43592 0.172
H -1.50132 1.58836 -0.78906 0.428
H -1.26125 -1.46248 -0.54649 0.241
N 1.02368 -0.37630 -0.79236 -0.496
N 0.24680 0.66141 -0.87336 -0.202
S -3.21304 -0.23444 0.51572 -0.210
```

HOMO	-8.6	eV
ΔE to the lowest compared entry with this formula, charge and spin	5.9437	eV
DFT total energy	-702.8116	Ha
strongest force on any atom	6.88	eV/Å

Entry 6:
Entry from OMol25: a single C5H8N2S molecule at a distorted geometry (ωB97M-V with the def2-TZVPD basis set).

The geometry in XYZ format:
```
16
Properties=species:S:1:pos:R:3:mulliken_charge:R:1
N 2.21969 -0.84775 -1.03686 -0.477
C 2.51644 0.19084 -0.15498 -0.772
C 1.58026 0.38962 1.04593 -0.339
C 0.09765 0.31440 0.53972 0.000
C -0.54431 -0.91738 0.57075 -0.403
S -2.22948 -0.54510 -0.01414 -0.113
C -1.61618 0.95256 -0.53311 0.036
N -0.38743 1.32018 -0.31364 -0.489
H 2.49710 -1.70690 -0.64485 0.234
H 1.20456 -0.81060 -1.47074 0.301
H 2.42066 1.13408 -0.82485 0.319
H 3.51077 0.32971 0.36834 0.326
H 1.90998 -0.45548 1.66456 0.334
H 1.81416 1.42863 1.54955 0.286
H -0.32254 -1.83632 1.06159 0.430
H -2.39186 1.75130 -0.83370 0.328
```

HOMO	-8.9	eV
ΔE to the lowest compared entry with this formula, charge and spin	2.1406	eV
DFT total energy	-702.9514	Ha
strongest force on any atom	5.16	eV/Å
SMILES	NCCc1cscn1

Entry 7:
Entry from OMol25: a gas-phase ion, C5H8N3 (charge +1) at a distorted geometry (ωB97M-V with the def2-TZVPD basis set).

The geometry in XYZ format:
```
16
Properties=species:S:1:pos:R:3:mulliken_charge:R:1
C -0.00047 2.09175 0.08937 -0.876
N 0.06237 0.63281 0.09099 0.116
C 1.27669 -0.20397 0.13814 -0.547
C 0.82868 -1.57948 -0.28127 -0.396
N -0.44574 -1.73747 0.19819 -0.336
C -1.05607 -0.02921 0.15249 0.633
C -2.35166 0.14376 -0.13803 -0.003
N -3.46676 -0.14774 -0.19733 -0.242
H 0.71508 2.38244 0.86040 0.384
H 0.31190 2.58529 -0.81219 0.318
H -0.97748 2.31641 0.46956 0.367
H 1.90548 -0.27149 1.10937 0.313
H 1.96062 0.25614 -0.54355 0.373
H 0.79131 -1.59287 -1.40011 0.286
H 1.56771 -2.34984 0.12394 0.350
H -1.12168 -2.49654 0.14002 0.259
```

total charge	+1
HOMO (spin up / spin down)	-14.0 / -14.0	eV
ΔE to the lowest compared entry with this formula, charge and spin	4.4046	eV
DFT total energy	-359.1929	Ha
strongest force on any atom	9.46	eV/Å
SMILES	CN1CC[NH+]=C1C#N

Entry 8:
Entry from OMol25: a gas-phase ion, C5H8N3 (charge +1) at a distorted geometry (ωB97M-V with the def2-TZVPD basis set).

The geometry in XYZ format:
```
16
Properties=species:S:1:pos:R:3:mulliken_charge:R:1
C -1.39856 1.67948 -0.10879 -0.828
N -0.24453 0.80163 -0.05195 0.829
N 0.87145 1.36767 0.00730 -0.842
C 2.00905 0.70849 0.01421 -0.333
C 1.99445 -0.69286 -0.02098 -0.082
C 0.82627 -1.38349 -0.17301 -0.452
C -0.39442 -0.75342 -0.07563 0.638
N -1.56410 -1.41878 0.12565 -0.375
H -0.96461 2.75691 -0.26458 0.313
H -1.89459 1.28233 -0.94895 0.382
H -1.99047 1.53328 0.72419 0.325
H 2.87931 1.36272 0.03111 0.427
H 2.97390 -1.31623 -0.06071 0.302
H 0.98940 -2.50661 0.06343 0.263
H -1.68405 -2.37852 0.29750 0.232
H -2.40851 -1.04260 0.44120 0.202
```

total charge	+1
HOMO (spin up / spin down)	-13.9 / -13.9	eV
ΔE to the lowest compared entry with this formula, charge and spin	2.2435	eV
DFT total energy	-359.2724	Ha
strongest force on any atom	5.70	eV/Å
SMILES	Cn1ncccc1=[NH2+]

Entry 9:
Entry from OMol25: a gas-phase ion, C5H8N3O (charge +1) at a distorted geometry (ωB97M-V with the def2-TZVPD basis set).

The geometry in XYZ format:
```
17
Properties=species:S:1:pos:R:3:mulliken_charge:R:1
C -0.18249 2.20831 0.20752 -0.977
C -0.48175 0.85899 0.19210 0.590
C -1.50695 0.11026 1.04650 -0.464
N -1.15358 -1.28765 0.63867 -0.141
C 0.04232 -1.31466 -0.02408 0.388
N 0.84036 -2.43267 -0.29959 0.018
O 0.32435 -3.49903 -0.41984 -0.225
N 0.44128 -0.08149 -0.35107 0.234
C 1.51536 0.26844 -1.18760 -1.072
H 0.70283 2.57312 -0.27993 0.253
H -0.84986 2.88077 0.77403 0.279
H -1.35466 0.20259 2.07831 0.303
H -2.47648 0.32400 0.83665 0.364
H -1.53754 -2.16808 0.95811 0.225
H 1.36710 1.17910 -1.71242 0.433
H 2.33184 0.69340 -0.64085 0.463
H 1.97789 -0.51539 -1.81651 0.329
```

total charge	+1
HOMO (spin up / spin down)	-13.6 / -13.6	eV
ΔE to the lowest compared entry with this formula, charge and spin	4.2103	eV
DFT total energy	-434.4414	Ha
strongest force on any atom	4.32	eV/Å
SMILES	C=C1C[NH+]=C(N=O)N1C

Entry 10:
Entry from OMol25: 2 unconnected molecules or ions with the total composition C5H8N3O2 at a distorted geometry (ωB97M-V with the def2-TZVPD basis set).

The geometry in XYZ format:
```
18
Properties=species:S:1:pos:R:3:mulliken_charge:R:1
C 1.54840 -0.83400 2.38209 -0.449
C 1.50429 0.44598 2.68651 -0.138
C 0.53946 0.13711 0.86625 0.395
C -1.03039 -0.22448 -1.28895 0.601
C 0.02041 0.65700 -1.25823 -0.273
N 0.91568 -1.04932 1.09296 -0.349
N -0.59414 -1.52784 -1.29691 -0.306
N -2.25001 0.21305 -1.37464 -0.357
O 0.83408 1.09041 1.66189 -0.295
O -0.17621 1.92173 -1.34612 -0.488
H 2.00606 -1.58013 2.92782 0.440
H 1.68601 0.92113 3.62080 0.390
H 0.87395 0.33713 -1.75335 0.440
H 0.31609 -1.78219 -0.97988 0.249
H -1.19444 -2.17219 -1.72490 0.251
H -2.44098 1.08313 -1.81291 0.234
H -3.10178 -0.17263 -1.02739 0.256
H 0.54352 2.53612 -1.37504 0.399
```

total charge	+1
HOMO	-13.4	eV
ΔE to the lowest compared entry with this formula, charge and spin	3.2163	eV
DFT total energy	-509.7133	Ha
strongest force on any atom	5.35	eV/Å

Entry 11:
Entry from OMol25: a gas-phase ion, C5H8N3O3 (charge -1) at a distorted geometry (ωB97M-V with the def2-TZVPD basis set).

The geometry in XYZ format:
```
19
Properties=species:S:1:pos:R:3:mulliken_charge:R:1
C 0.79784 -0.77296 0.30351 0.224
C 0.04229 0.26992 0.54944 0.280
C 2.15860 -0.99373 -0.28142 0.210
C -2.09342 -0.92009 -0.93369 -0.723
C 1.55166 2.19915 0.02929 -0.615
N -1.12996 -2.15031 0.81521 -0.578
N -1.35497 0.16673 1.03506 -0.461
N -1.93432 -1.05520 0.50232 0.093
O 3.07275 -0.69951 0.48615 -0.651
O 2.14044 -1.20015 -1.47863 -0.679
O 0.31235 1.66409 0.38115 -0.313
H -3.12340 -0.56903 -1.22206 0.248
H -1.32573 -0.17578 -1.38524 0.271
H -1.93373 -1.94562 -1.16419 0.376
H 2.13944 1.47436 -0.33934 0.368
H 1.96987 2.59861 1.00117 0.203
H 1.41685 3.13814 -0.68974 0.160
H -0.73893 -2.03771 1.77083 0.270
H -1.96763 1.00908 0.62018 0.318
```

total charge	-1
HOMO (spin up / spin down)	-4.0 / -4.0	eV
ΔE to the lowest compared entry with this formula, charge and spin	4.2708	eV
DFT total energy	-585.1272	Ha
strongest force on any atom	4.56	eV/Å

Entry 12:
Entry from OMol25: 2 unconnected molecules or ions with the total composition C5H8N3O4 at a distorted geometry (ωB97M-V with the def2-TZVPD basis set).

The geometry in XYZ format:
```
20
Properties=species:S:1:pos:R:3:mulliken_charge:R:1
C 0.21745 -0.27013 1.48717 0.264
C -1.61715 0.12520 -0.70862 0.050
C 1.92198 1.39975 -0.51086 -1.105
C 1.21865 -0.70444 0.76970 -0.337
C 2.12792 -0.10680 -0.26215 -0.284
N -0.88799 0.04206 2.01618 0.021
N -2.48840 0.68340 -0.04765 0.634
N -1.25773 -1.01549 -1.19224 0.739
O -2.15556 -2.02902 -1.32933 -0.361
O -3.08452 1.65557 0.19533 -0.428
O -0.12382 -1.11505 -1.62266 -0.529
O -2.11865 -0.31784 1.55755 -0.488
H 2.80783 1.88900 -1.16259 0.331
H 2.08029 1.99978 0.44387 0.308
H 1.07255 1.60547 -1.15346 0.292
H -3.00224 -1.73241 -1.41776 0.372
H 1.51247 -1.60592 1.20314 0.413
H 1.73957 -0.69780 -1.07063 0.312
H 3.12035 -0.47954 -0.04445 0.468
H -1.08299 0.67421 2.84944 0.329
```

total charge	+1
HOMO (spin up / spin down)	-13.9 / -14.1	eV
ΔE to the lowest compared entry with this formula, charge and spin	9.7263	eV
DFT total energy	-659.8098	Ha
strongest force on any atom	5.47	eV/Å

Entry 13:
Entry from OMol25: a gas-phase ion, C5H8N3OS (charge +1) at a distorted geometry (ωB97M-V with the def2-TZVPD basis set).

The geometry in XYZ format:
```
18
Properties=species:S:1:pos:R:3:mulliken_charge:R:1
C 1.70015 -1.67935 -0.01344 -0.164
C 0.57618 -2.33750 0.31621 -0.329
C -2.65415 0.57600 -0.65329 0.073
C -0.78542 -0.05000 0.64756 -0.196
C 2.68634 0.31320 -0.65058 -0.242
N -1.38882 2.22543 0.33066 -0.756
N -1.62553 0.88461 0.31911 0.439
N 1.54675 -0.28719 -0.41093 -0.304
O -3.12400 -0.53539 -0.59895 -0.444
S -1.02191 -1.79096 0.40709 0.063
H 2.57975 -2.22306 0.02667 0.422
H 0.55102 -3.34487 0.56561 0.343
H -2.77321 1.45854 -1.25899 0.432
H -0.02277 0.26026 1.33062 0.642
H -2.11140 2.83831 0.73123 0.278
H 2.60152 1.34086 -1.18208 0.237
H 3.74667 -0.07366 -0.58790 0.255
H -0.48115 2.42477 0.68140 0.251
```

total charge	+1
HOMO	-12.7	eV
ΔE to the lowest compared entry with this formula, charge and spin	3.4911	eV
DFT total energy	-832.6386	Ha
strongest force on any atom	3.97	eV/Å

Entry 14:
Entry from OMol25: a gas-phase ion, C5H8N4 (charge +2) at a distorted geometry (ωB97M-V with the def2-TZVPD basis set).

The geometry in XYZ format:
```
17
Properties=species:S:1:pos:R:3:mulliken_charge:R:1
C 2.04246 -0.37738 -0.17249 -1.255
C 0.55549 -0.24782 0.25882 1.087
C -0.21415 -1.51428 0.04779 -0.222
N -1.47821 -1.68376 0.09303 -0.044
C -2.25089 -0.59386 0.03996 0.241
N -2.62400 0.41550 -0.26653 -0.153
N 0.23943 0.74279 1.30533 -0.200
C -0.00993 1.12884 0.09612 -0.062
N -0.43608 2.09423 -0.56628 -0.252
H 2.30589 -1.41499 -0.28138 0.451
H 2.79447 0.15402 0.60138 0.350
H 2.14069 0.30781 -1.11427 0.350
H 0.39746 -2.39779 -0.21214 0.390
H -1.94440 -2.56203 -0.33598 0.430
H -0.10082 0.79717 2.22719 0.282
H -0.78464 2.88853 -0.12323 0.281
H -0.63279 2.26302 -1.59731 0.324
```

total charge	+2
HOMO	-20.3	eV
ΔE to the lowest compared entry with this formula, charge and spin	2.6648	eV
DFT total energy	-413.5205	Ha
strongest force on any atom	4.25	eV/Å
SMILES	C[C@@]1(/C=[NH+]\C#N)NC1=[NH2+]

Entry 15:
Entry from OMol25: 2 unconnected molecules or ions with the total composition C5H8N4O at a distorted geometry (ωB97M-V with the def2-TZVPD basis set).

The geometry in XYZ format:
```
18
Properties=species:S:1:pos:R:3:mulliken_charge:R:1
C 2.59018 -0.05695 1.29132 -0.769
N 1.22781 0.42203 1.37312 -0.259
C 0.21370 -0.34974 0.88866 0.423
N 0.44553 -1.35258 0.04325 -0.664
N -0.75568 -1.59444 -0.54959 -0.024
C -1.73071 -1.15360 0.26134 -0.422
C -1.18239 0.02536 0.81054 0.163
C -1.63894 1.33608 0.45685 0.263
N -1.60706 2.45931 0.08765 -0.576
H 2.67418 -1.07674 1.69264 0.253
H 2.95705 -0.08389 0.25111 0.279
H 3.23428 0.60210 1.88429 0.311
H 1.07685 1.42032 1.32094 0.280
H -0.76974 -1.40165 -1.55951 0.352
H -2.77197 -1.40443 0.08180 0.406
O -1.12199 0.59410 -2.56089 -0.671
H -1.16830 0.12327 -3.39706 0.305
H -1.67282 1.49145 -2.37646 0.349
```

HOMO	-8.1	eV
ΔE to the lowest compared entry with this formula, charge and spin	5.1655	eV
DFT total energy	-489.4391	Ha
strongest force on any atom	4.40	eV/Å
SMILES	CNc1n[nH]cc1C#N.O